Entry from OMol25: 5 unconnected molecules or ions with the total composition C15H40O5 (wB97M-V/def2-TZVPD).

Its frontier orbital gap (spin up / spin down) is 1.665 / 9.851 eV. As for the maximum force: 0.0590 hartree/bohr. For the calculated total energy, the calculation gives -971.5795 Eh. The net charge is -1. For the energy relative to the best compared isomer or geometry (same formula, charge and spin), the calculation gives 85.3 kJ/mol. Its molar mass is 300.5 g mol⁻¹. Its expectation value of S² is 0.75. The HOMO energy (spin up / spin down) is 1.00 / -6.92 eV. The multiplicity is 2.

Positions of all 60 atoms, in Å:
C 1.6041 5.0274 1.6129
C 0.3664 4.4551 2.3922
C -0.5251 3.4342 1.5997
O 1.0084 3.8121 3.4705
H 2.1133 5.8116 2.1729
H 1.4435 5.2821 0.5653
H 2.3225 4.2188 1.4778
H -0.1713 5.2821 2.8560
H -1.2410 2.8544 2.1823
H 0.0231 2.6010 1.1601
H -1.0977 4.0535 0.9092
H 0.5073 4.0322 4.2592
C 4.0081 0.4830 5.3610
C 3.7119 0.8974 3.9548
C 2.3243 0.5218 3.4136
O 3.7949 2.2680 3.9346
H 4.0499 -0.6060 5.3360
H 3.2547 0.8224 6.0719
H 4.9991 0.5516 5.8096
H 4.4879 0.5154 3.2915
H 2.2295 -0.4715 2.9748
H 2.0605 1.1977 2.6001
H 1.5053 0.5863 4.1299
H 3.0485 2.5782 3.4166
C -3.4141 2.2087 -1.9210
C -3.8647 0.7451 -1.6661
C -5.3207 0.3429 -2.0885
O -3.1111 0.0565 -2.6124
H -3.3558 2.6178 -2.9297
H -2.4277 2.4535 -1.5270
H -4.2139 2.7596 -1.4263
H -3.7879 0.4491 -0.6199
H -6.0143 0.5988 -1.2877
H -5.4332 -0.7384 -2.1680
H -5.6484 0.8406 -3.0012
H -2.5527 -0.5731 -2.1503
C -0.5113 -5.3912 -2.3067
C 0.0664 -4.4593 -3.3418
C -0.0376 -4.9493 -4.7767
O -0.5845 -3.1688 -3.3252
H -1.5106 -5.7677 -2.5251
H -0.5861 -4.8562 -1.3600
H 0.1777 -6.2348 -2.2644
H 1.0673 -4.2003 -2.9964
H -1.0405 -4.9969 -5.2009
H 0.5085 -5.8867 -4.8826
H 0.3616 -4.0901 -5.3157
H -1.3210 -3.1330 -3.9399
C 0.0049 -1.8542 0.2518
C 0.2712 -0.7565 -0.8207
C 1.6532 -0.8428 -1.4020
O -0.6624 -0.8928 -1.7980
H 0.2698 -1.6280 1.2846
H 0.4474 -2.8106 -0.0270
H -1.0793 -1.9580 0.2971
H 0.2810 0.2223 -0.3412
H 1.8856 -1.8432 -1.7672
H 2.4054 -0.6137 -0.6471
H 1.7871 -0.0896 -2.1784
H -0.5370 -1.7684 -2.1710